98
Properties=species:S:1:pos:R:3:mulliken_charge:R:1 method="wB97M-V/def2-TZVPD" charge=-2 multiplicity=1 gap_ev=4.6149 e_above_lowest_kj_mol=227.20
Cd -0.297 -1.460 -0.044 1.50
C 1.933 -0.423 -4.083 -1.05
C 1.706 1.084 -4.126 1.38
C 0.277 1.410 -4.566 -1.73
C 2.649 1.723 -5.150 -2.17
N 2.023 1.623 -2.778 0.65
C 3.285 2.110 -2.461 -0.19
C 3.283 2.394 -1.148 -1.49
N 2.047 2.079 -0.641 0.23
B 1.777 2.214 0.881 0.42
N 0.369 2.777 1.125 0.05
C -0.199 3.746 0.319 -1.21
C -1.402 4.052 0.845 -0.45
N -1.528 3.268 1.985 0.72
C -0.434 2.477 2.177 -0.67
S -0.708 -0.932 2.329 -0.70
C -2.767 3.085 2.760 1.99
C -3.539 1.909 2.160 -0.84
C -2.405 2.786 4.212 -1.80
C -3.611 4.356 2.693 -2.20
N 2.063 0.887 1.669 0.81
C 2.126 0.986 3.045 -1.55
C 2.660 -0.146 3.522 -0.32
N 2.945 -0.965 2.442 1.13
C 2.543 -0.328 1.308 -0.43
S 2.453 -1.022 -0.272 -0.02
C 3.854 -2.131 2.683 1.49
C 5.190 -1.545 3.164 -1.82
C 4.151 -2.972 1.450 -1.95
C 3.221 -3.005 3.783 -0.99
C 1.281 1.564 -1.626 -1.07
S -0.315 0.979 -1.419 0.55
H 1.691 -0.877 -5.047 0.53
H 1.298 -0.855 -3.314 -0.11
H 2.971 -0.647 -3.831 0.39
H 0.180 1.135 -5.619 0.52
H 0.074 2.478 -4.464 0.37
H -0.460 0.872 -3.980 0.18
H 2.336 1.405 -6.144 0.45
H 3.684 1.408 -5.021 0.49
H 2.600 2.813 -5.105 0.45
H 4.068 2.223 -3.184 0.47
H 4.055 2.797 -0.519 0.59
H 2.613 3.010 1.275 -0.25
H 0.275 4.117 -0.574 0.51
H -2.153 4.741 0.500 0.43
H -2.962 0.987 2.256 0.11
H -3.715 2.082 1.096 -0.20
H -4.505 1.784 2.655 0.54
H -1.759 1.912 4.258 0.20
H -3.320 2.597 4.779 0.46
H -1.876 3.631 4.659 0.43
H -3.998 4.532 1.687 0.34
H -3.033 5.229 3.004 0.48
H -4.467 4.251 3.361 0.44
H 1.713 1.838 3.551 0.53
H 2.827 -0.470 4.532 0.58
H 5.630 -0.915 2.387 0.33
H 5.876 -2.365 3.380 0.48
H 5.070 -0.949 4.069 0.43
H 4.820 -3.771 1.775 0.51
H 4.631 -2.389 0.666 0.46
H 3.254 -3.438 1.052 0.14
H 3.667 -2.797 4.759 0.31
H 3.369 -4.063 3.564 0.25
H 2.145 -2.836 3.851 0.04
Te 0.617 -4.546 1.416 0.09
Te -0.731 -3.128 3.310 -0.28
Te 3.716 -7.290 2.068 -0.71
Te 1.311 -6.599 3.090 -0.27
C -3.707 2.311 -1.262 -0.88
C -4.042 0.949 -0.761 0.05
N -3.273 -0.117 -0.815 0.33
C -3.971 -1.124 -0.200 0.58
C -5.193 -0.655 0.220 -0.48
N -5.213 0.665 -0.148 0.09
C -6.390 -1.214 0.891 0.59
O -6.365 -2.481 1.194 -0.62
O -7.339 -0.477 1.116 -0.71
C -3.418 -2.513 -0.069 0.01
O -4.195 -3.377 0.409 -0.93
O -2.251 -2.730 -0.468 -0.21
H -2.914 2.751 -0.655 -0.06
H -4.586 2.958 -1.237 0.28
H -3.330 2.255 -2.283 0.32
H -5.989 1.273 0.054 0.24
H -5.446 -2.921 0.885 0.47
Br 0.414 -4.486 -6.291 -0.18
C 0.233 -3.729 -4.561 0.13
C 1.196 -3.972 -3.604 -0.85
C 1.030 -3.368 -2.366 -0.67
N -0.008 -2.586 -2.087 0.95
C -0.942 -2.379 -3.013 -0.04
C -0.860 -2.929 -4.281 -0.79
H 2.050 -4.604 -3.799 0.50
H 1.760 -3.499 -1.574 0.38
H -1.771 -1.749 -2.711 0.03
H -1.625 -2.736 -5.018 0.49